(1)
{
  "formula": "C21H30N4O3",
  "method": "wB97M-V/def2-TZVPD",
  "smiles": "CCCCN(CC)CCNC(=O)CNC(=O)Cn1ccc2ccccc2c1=O",
  "lumo_ev": 0.39,
  "relative_energy_kj_mol": 101.5,
  "homo_ha": -0.296,
  "elements": ["C", "C", "C", "H", "C", "N", "C", "H", "H", "C", "N", "C", "O", "C", "N", "C", "O", "C", "N", "C", "C", "C", "C", "C", "C", "C", "C", "C", "O", "H", "H", "H", "H", "H", "H", "H", "H", "H", "H", "H", "H", "H", "H", "C", "C", "H", "H", "H", "H", "H", "H", "H", "H", "H", "H", "H", "H", "H"],
  "xyz": [[-1.85840, -2.56935, 1.83305], [-2.55332, -1.35068, 2.42758], [-3.53273, -0.68990, 1.45844], [-4.13919, 0.02788, 2.01599], [-2.85229, 0.09220, 0.32884], [-2.15737, -0.73736, -0.64127], [-1.04629, -0.09299, -1.30173], [-0.66958, -0.78879, -2.05417], [-0.24878, 0.04654, -0.56045], [-1.30562, 1.28450, -1.96931], [-0.86574, 2.37837, -1.13449], [0.23123, 3.10460, -1.41180], [0.85344, 3.04870, -2.45083], [0.64543, 4.01482, -0.24060], [1.30182, 3.21684, 0.77588], [0.62598, 2.42413, 1.61411], [-0.59108, 2.37796, 1.69969], [1.53347, 1.51934, 2.45730], [2.06362, 0.45755, 1.61985], [1.39559, -0.72985, 1.53290], [1.82923, -1.74464, 0.75911], [3.02846, -1.59172, 0.00193], [3.55039, -2.60869, -0.80860], [4.71072, -2.40875, -1.51776], [5.38541, -1.18933, -1.44450], [4.88994, -0.17583, -0.65936], [3.71326, -0.36391, 0.07334], [3.20344, 0.72860, 0.88397], [3.71337, 1.84505, 0.94091], [5.38823, 0.77883, -0.58708], [6.29454, -1.04484, -2.00804], [5.10524, -3.19946, -2.13902], [3.02619, -3.55146, -0.86568], [1.27671, -2.66780, 0.71121], [0.49468, -0.80285, 2.12169], [2.37312, 2.09640, 2.85357], [0.95241, 1.08633, 3.27241], [2.31004, 3.08324, 0.70733], [1.34337, 4.77070, -0.59794], [-0.23745, 4.48935, 0.19586], [-1.25583, 2.43826, -0.20104], [-2.36808, 1.41117, -2.18405], [-0.74075, 1.36274, -2.90037], [-2.99177, -1.56274, -1.49043], [-3.81709, -0.86144, -2.57671], [-3.17440, -0.41279, -3.32983], [-4.45704, -1.59183, -3.06611], [-4.45275, -0.09086, -2.14672], [-2.33501, -2.29637, -1.96963], [-3.67151, -2.11444, -0.83850], [-3.61301, 0.73333, -0.14643], [-2.10986, 0.74587, 0.79091], [-4.20958, -1.44372, 1.05469], [-3.09780, -1.65287, 3.32629], [-1.81215, -0.60740, 2.73003], [-1.34890, -2.29622, 0.91398], [-1.13803, -2.98125, 2.53787], [-2.58791, -3.34318, 1.60372]],
  "mulliken_charge": [-0.905, -0.236, -1.055, 0.449, -0.099, 0.560, -0.032, 0.661, -0.569, -0.995, -0.068, 0.854, -0.687, -1.025, -0.028, 0.648, -0.744, -1.288, 0.263, -0.316, -0.651, 0.938, -0.963, -0.421, -0.623, -0.511, 0.164, 0.670, -0.818, 0.467, 0.402, 0.403, 0.416, 0.484, 0.106, 0.410, 0.553, 0.344, 0.411, 0.361, 0.235, 0.420, 0.274, -0.751, -1.249, 0.261, 0.448, 0.279, 0.429, 0.366, 0.243, -0.061, 0.354, 0.384, 0.107, -0.063, 0.373, 0.420]
}



(2)
{
  "formula": "C31H35Cl2N9OTi",
  "method": "wB97M-V/def2-TZVPD",
  "lumo_ev": [-4.98, -4.98],
  "relative_energy_kj_mol": 135.2,
  "spin_multiplicity": 3,
  "homo_ha": [-0.375, -0.452],
  "total_charge": 2,
  "elements": ["Ti", "C", "N", "C", "C", "N", "C", "C", "C", "C", "C", "C", "N", "C", "N", "C", "C", "C", "C", "C", "C", "N", "H", "H", "H", "H", "H", "H", "H", "H", "H", "H", "H", "H", "H", "H", "H", "Cl", "C", "C", "C", "Cl", "C", "C", "C", "C", "N", "C", "C", "O", "H", "H", "H", "H", "N", "C", "C", "C", "N", "C", "C", "N", "C", "H", "H", "H", "H", "H", "H", "H", "H", "H", "H", "H", "H", "H", "H", "H", "H"],
  "xyz": [[0.25900, -0.22293, -0.45479], [-0.81219, -3.05257, 0.43485], [-0.14811, -1.90868, 1.08896], [1.20928, -2.19269, 1.60444], [2.26191, -1.88759, 0.58574], [2.08331, -1.09835, -0.45303], [3.31624, -0.99836, -1.09215], [3.70209, -0.30119, -2.23360], [5.02713, -0.38861, -2.60892], [5.95181, -1.14964, -1.88015], [5.58114, -1.85371, -0.75191], [4.24772, -1.76154, -0.37744], [3.53611, -2.31753, 0.67666], [-0.78665, -2.87448, -1.05307], [-0.35432, -1.76936, -1.63169], [-0.43835, -1.99641, -3.00860], [-0.04210, -1.20794, -4.08505], [-0.26573, -1.70806, -5.35229], [-0.86538, -2.95859, -5.55231], [-1.22719, -3.76735, -4.49354], [-0.98729, -3.26630, -3.22099], [-1.18905, -3.79271, -1.95354], [-0.32661, -3.99768, 0.69662], [-1.84762, -3.13396, 0.77534], [-0.70687, -1.60954, 1.87736], [1.39100, -1.54696, 2.46634], [1.30911, -3.23048, 1.93916], [2.99140, 0.28742, -2.80034], [5.36659, 0.14260, -3.48775], [6.97926, -1.19197, -2.21435], [6.29180, -2.44340, -0.18848], [3.92504, -2.90213, 1.39815], [0.44702, -0.25680, -3.92694], [0.03522, -1.12458, -6.21166], [-1.03296, -3.30480, -6.56287], [-1.66859, -4.74244, -4.65050], [-1.54283, -4.71525, -1.75528], [3.34517, 1.31483, 2.69508], [3.02811, 1.93228, 1.10890], [3.94102, 2.77627, 0.47918], [3.66941, 3.28529, -0.77080], [4.77994, 4.38537, -1.49550], [2.50148, 2.91291, -1.47347], [2.10552, 3.41226, -2.73981], [0.91655, 2.96711, -3.29057], [0.18120, 1.96820, -2.67223], [0.56372, 1.39974, -1.49660], [1.65318, 1.96967, -0.85535], [1.85366, 1.55243, 0.47931], [0.88823, 0.80252, 1.05166], [4.85465, 3.05098, 0.98802], [2.71567, 4.14673, -3.24397], [0.56061, 3.37786, -4.22538], [-0.72786, 1.59139, -3.12838], [-3.51461, 0.12844, 2.66408], [-4.24180, 1.24234, 2.00471], [-4.20827, 1.11251, 0.48200], [-2.88727, 1.44520, -0.23783], [-1.90442, 0.31105, -0.30100], [-2.27765, 2.75573, 0.30356], [-2.29315, 2.92931, 1.82968], [-1.28141, 2.07115, 2.52288], [-3.69508, 2.63195, 2.38897], [-3.88971, -0.75174, 2.32388], [-3.72941, 0.14027, 3.65883], [-1.73391, 1.14065, 2.67806], [-5.29112, 1.20457, 2.30835], [-4.94575, 1.82506, 0.10868], [-4.56421, 0.12275, 0.17630], [-3.18067, 1.64573, -1.26963], [-1.72791, 0.12901, -1.29158], [-2.33860, -0.53336, 0.05509], [-2.87354, 3.57358, -0.10490], [-1.26242, 2.86797, -0.08250], [-2.02599, 3.96253, 2.04867], [-1.02672, 2.47389, 3.42256], [-0.37348, 1.86614, 2.00603], [-4.38813, 3.36314, 1.97248], [-3.71047, 2.76950, 3.47417]],
  "mulliken_charge": [-0.231, -1.371, 0.113, -1.434, 0.193, 0.852, 0.200, -0.363, -0.976, -0.651, -1.198, 0.968, -0.036, 0.083, 0.553, 0.005, -0.286, -1.084, -0.601, -1.224, 1.246, -0.052, 0.529, 0.490, 0.248, 0.435, 0.559, 0.259, 0.486, 0.424, 0.461, 0.250, 0.434, 0.475, 0.419, 0.459, 0.250, -0.239, 0.521, -0.794, 0.896, -0.239, 0.208, -1.273, -1.433, -0.772, 1.952, 0.338, -0.710, -0.778, 0.509, 0.508, 0.458, 0.742, -0.602, 0.259, -1.835, 0.241, -0.128, -0.779, -0.153, 0.153, -1.327, 0.263, 0.243, 0.465, 0.406, 0.539, 0.427, 0.337, 0.283, 0.215, 0.625, -0.035, 0.417, 0.487, -0.206, 0.491, 0.436]
}



(3)
{
  "formula": "C3H8N2O2",
  "method": "wB97M-V/def2-TZVPD",
  "lumo_ev": -3.31,
  "relative_energy_kj_mol": 955.8,
  "homo_ha": -0.333,
  "elements": ["C", "C", "N", "C", "N", "H", "H", "H", "H", "H", "H", "O", "H", "H", "O"],
  "xyz": [[-0.72538, 0.12017, 1.14856], [0.66278, 0.44173, 0.64993], [0.23396, 1.22235, -0.55407], [-1.11326, 1.27870, -0.11855], [-1.70259, 0.00837, 0.12291], [-0.90708, -0.34931, 2.11300], [1.20825, 1.12559, 1.30345], [0.22589, 0.60220, -1.40663], [-1.63970, 2.15236, 0.23550], [1.35388, -0.55215, 0.43802], [2.65462, -2.04117, 0.53393], [2.19961, -1.36994, 1.06232], [-0.38933, -1.38907, -2.66731], [-1.40353, -0.61595, -0.72407], [-0.65813, -0.63388, -2.13699]],
  "mulliken_charge": [-0.213, -0.034, -0.414, 0.000, -0.352, 0.391, 0.267, 0.464, 0.327, 0.247, 0.270, -0.677, 0.184, 0.449, -0.910]
}



(4)
{
  "formula": "C4H10O",
  "method": "wB97M-V/def2-TZVPD",
  "lumo_ev": 0.85,
  "relative_energy_kj_mol": 279.8,
  "homo_ha": -0.309,
  "elements": ["C", "C", "C", "C", "O", "H", "H", "H", "H", "H", "H", "H", "H", "H", "H"],
  "xyz": [[-0.26046, -1.09121, 1.64437], [0.72954, -0.77848, 0.51598], [-0.08751, -0.86641, -0.74326], [-0.37988, 2.19585, -0.88746], [0.46885, -1.73308, -1.56046], [-0.68045, -2.09359, 1.51152], [-1.09027, -0.37758, 1.62217], [0.22452, -1.04465, 2.62231], [1.08570, 0.25339, 0.64009], [1.60032, -1.44833, 0.52903], [-0.75248, 1.16907, -0.86123], [-1.05082, 2.85116, -0.32894], [0.61823, 2.22303, -0.43832], [-0.31414, 2.51869, -1.92925], [-0.11113, -1.77786, -2.33656]],
  "mulliken_charge": [-1.110, 0.006, -0.473, -0.858, -0.318, 0.317, 0.291, 0.334, 0.149, 0.301, 0.194, 0.258, 0.210, 0.283, 0.414]
}



(5)
{
  "formula": "C3H9NO2",
  "method": "wB97M-V/def2-TZVPD",
  "lumo_ev": -4.03,
  "relative_energy_kj_mol": 825.0,
  "homo_ha": -0.322,
  "elements": ["C", "N", "C", "C", "O", "H", "H", "H", "H", "H", "H", "H", "H", "H", "O"],
  "xyz": [[0.53594, 1.73441, -0.78251], [-0.64460, 0.91196, -0.38606], [-0.54069, -0.06934, 0.65089], [0.79838, -0.75836, 0.61739], [1.07040, 2.18905, 0.30961], [1.17185, 1.06702, -1.41053], [0.14393, 2.47770, -1.49987], [-1.28029, -0.85366, 0.32410], [-0.68335, 0.40805, 1.62219], [0.82825, -1.31093, -0.33036], [1.61613, -0.04314, 0.77251], [0.78439, -1.51002, 1.40223], [-1.53523, 1.36589, -0.54252], [-1.34470, -3.21142, -0.53916], [-0.92042, -2.39721, -0.20790]],
  "mulliken_charge": [-0.409, -0.032, -0.001, -1.303, -0.519, 0.288, 0.384, 0.323, 0.279, 0.325, 0.491, 0.377, 0.276, 0.206, -0.686]
}



(6)
{
  "formula": "C2H3N3O",
  "method": "wB97M-V/def2-TZVPD",
  "smiles": "Oc1ncn[nH]1",
  "lumo_ev": 0.33,
  "relative_energy_kj_mol": 239.4,
  "homo_ha": -0.379,
  "elements": ["O", "C", "N", "C", "N", "N", "H", "H", "H"],
  "xyz": [[1.64115, 0.95984, 0.56986], [0.50043, 0.43497, 0.15426], [-0.36473, 0.93131, -0.68803], [-1.11773, -0.18193, -0.95609], [-0.82370, -1.27120, -0.28840], [0.19272, -0.86090, 0.58780], [2.15896, 0.23278, 0.96015], [-1.93467, -0.15331, -1.67009], [-0.25242, -0.09154, 1.33054]],
  "mulliken_charge": [-0.458, 0.600, -0.527, 0.065, -0.444, -0.283, 0.356, 0.396, 0.295]
}



Question: Number 2 is which compound?
Answer: C31H35Cl2N9OTi